C4H7N2 | ωB97M-V/def2-TZVPD

Last column: natural (NBO) charge in e.
Geometry (Å):
1 C 1.44 0.79 -0.28  -0.273
2 C 1.29 1.93 0.20  0.325
3 C 0.68 -0.46 -0.28  -0.448
4 C -0.79 -0.57 0.30  -0.295
5 N -2.65 0.86 -0.22  -0.209
6 N -1.48 0.69 -0.03  -0.113
7 H 2.49 0.87 -0.75  0.380
8 H 1.34 3.00 0.51  0.301
9 H 0.62 -0.75 -1.37  0.275
10 H 1.33 -1.18 0.19  0.276
11 H -1.46 -1.33 -0.10  0.237
12 H -0.89 -0.58 1.41  0.247
13 H -3.26 0.02 -0.04  0.296

The relative energy (zero: lowest compared OMol25 entry of this formula, charge and spin) is 162.23 kcal per mole. The calculation puts the gap between HOMO and LUMO (spin up / spin down) at 6.148 / 6.147 eV. The total charge is +1. The calculation puts the electronic energy at -265.64995 Ha. The value obtained for the LUMO energy (spin up / spin down) is -6.9 / -6.9 eV. The multiplicity is 1.

C4H7N2O | ωB97M-V/def2-TZVPD

Last column: natural (NBO) charge in e.
Geometry (Å):
1 C 1.30 -1.17 0.04  0.343
2 C -2.14 0.37 -0.19  0.456
3 C 0.43 0.88 0.62  -0.298
4 C -0.18 0.39 -0.65  -0.152
5 N 1.41 -0.15 0.93  -0.518
6 N 0.39 -0.85 -0.85  -0.511
7 O -2.23 0.57 0.95  -0.441
8 H 1.71 -2.25 0.05  0.274
9 H -2.84 0.24 -1.08  0.193
10 H 0.77 1.90 0.51  0.254
11 H -0.50 0.82 1.28  0.264
12 H -0.34 0.88 -1.69  0.239
13 H 2.12 -0.13 1.66  0.454
14 H 0.09 -1.51 -1.56  0.444

The relative energy (zero: lowest compared OMol25 entry of this formula, charge and spin) is 61.78 kcal per mole. The calculation puts the gap between HOMO and LUMO at 9.143 eV. The total charge is +1. The calculation puts the electronic energy at -341.03779 Ha. The value obtained for the LUMO energy is -3.8 eV. The multiplicity is 1.

What did the second record say?
C4H7N2O | ωB97M-V/def2-TZVPD

Last column: natural (NBO) charge in e.
Geometry (Å):
1 C 1.30 -1.17 0.04  0.343
2 C -2.14 0.37 -0.19  0.456
3 C 0.43 0.88 0.62  -0.298
4 C -0.18 0.39 -0.65  -0.152
5 N 1.41 -0.15 0.93  -0.518
6 N 0.39 -0.85 -0.85  -0.511
7 O -2.23 0.57 0.95  -0.441
8 H 1.71 -2.25 0.05  0.274
9 H -2.84 0.24 -1.08  0.193
10 H 0.77 1.90 0.51  0.254
11 H -0.50 0.82 1.28  0.264
12 H -0.34 0.88 -1.69  0.239
13 H 2.12 -0.13 1.66  0.454
14 H 0.09 -1.51 -1.56  0.444

The relative energy (zero: lowest compared OMol25 entry of this formula, charge and spin) is 61.78 kcal per mole. The calculation puts the gap between HOMO and LUMO at 9.143 eV. The total charge is +1. The calculation puts the electronic energy at -341.03779 Ha. The value obtained for the LUMO energy is -3.8 eV. The multiplicity is 1.

What did the first record say?
C4H7N2 | ωB97M-V/def2-TZVPD

Last column: natural (NBO) charge in e.
Geometry (Å):
1 C 1.44 0.79 -0.28  -0.273
2 C 1.29 1.93 0.20  0.325
3 C 0.68 -0.46 -0.28  -0.448
4 C -0.79 -0.57 0.30  -0.295
5 N -2.65 0.86 -0.22  -0.209
6 N -1.48 0.69 -0.03  -0.113
7 H 2.49 0.87 -0.75  0.380
8 H 1.34 3.00 0.51  0.301
9 H 0.62 -0.75 -1.37  0.275
10 H 1.33 -1.18 0.19  0.276
11 H -1.46 -1.33 -0.10  0.237
12 H -0.89 -0.58 1.41  0.247
13 H -3.26 0.02 -0.04  0.296

The relative energy (zero: lowest compared OMol25 entry of this formula, charge and spin) is 162.23 kcal per mole. The calculation puts the gap between HOMO and LUMO (spin up / spin down) at 6.148 / 6.147 eV. The total charge is +1. The calculation puts the electronic energy at -265.64995 Ha. The value obtained for the LUMO energy (spin up / spin down) is -6.9 / -6.9 eV. The multiplicity is 1.

Q: What is the formula in the second record?
A: C4H7N2O